Computed, not measured: a 6-piece molecular cluster, C32H63Br3N8O11P3S overall in a non-equilibrium geometry, with ωB97M-V with the def2-TZVPD basis set.

Bonds (Å) are listed after each position.
Element x y z (Å)
1 C -0.35303 3.57470 8.31663  C2 1.684, H34 1.183, H35 1.192, H36 1.170
2 C -0.23394 4.49609 6.91174  C1 1.684, Br3 1.986, C4 1.585, H37 1.204
3 Br -1.29279 6.13601 7.27568  C2 1.986
4 C -0.33866 3.69445 5.54827  C2 1.585, C5 1.603, H38 1.199, H39 1.199
5 C -1.61068 3.53664 4.58570  C4 1.603, P6 1.953, C9 1.675, C31 1.635
6 P -2.04653 5.32834 3.94174  C5 1.953, O7 1.739, O8 1.737, Br33 2.800
7 O -0.60799 6.27382 3.69714  P6 1.739, H40 1.001
8 O -3.08595 5.28241 2.55111  P6 1.737, H41 1.018
9 C -1.09546 2.49874 3.37642  C5 1.675, C10 1.612, N21 1.551, H42 1.201
10 C -0.83858 3.11444 1.90841  C9 1.612, C11 1.677, H43 1.168, H44 1.195
11 C 0.63583 2.74618 1.19835  C10 1.677, C12 1.639, H45 1.197, H46 1.168
12 C 1.93158 3.23444 2.07492  C11 1.639, O13 1.335, N14 1.530
13 O 2.06294 4.38346 2.74182  C12 1.335
14 N 3.14391 2.30140 2.07703  C12 1.530, C15 1.511, H47 1.048
15 C 3.51889 1.85531 3.47150  N14 1.511, C16 1.658, C20 1.666
16 C 2.89501 0.44940 4.09148  C15 1.658, C17 1.666, H48 1.176
17 C 3.36682 -0.04913 5.60938  C16 1.666, C18 1.645, H49 1.173
18 C 4.45591 0.88853 6.40981  C17 1.645, C19 1.662, H50 1.175
19 C 5.05767 2.30726 5.78635  C18 1.662, C20 1.652, H51 1.183
20 C 4.60165 2.82538 4.28590  C15 1.666, C19 1.652, H52 1.181
21 N -1.83641 1.13630 3.40100  C9 1.551, Br22 1.926, P23 1.823, C25 1.501
22 Br -1.32185 0.12287 4.95646  N21 1.926, P23 2.780
23 P -1.13983 -0.03112 2.18632  N21 1.823, Br22 2.780, S24 1.912, H53 1.473, H54 1.470
24 S -1.85821 0.03882 0.41550  P23 1.912
25 C -3.32461 1.24838 3.24020  N21 1.501, P26 1.920, C30 1.635, H55 1.195
26 P -4.33887 -0.33862 3.61206  C25 1.920, O27 1.616, O28 1.778, O29 1.733
27 O -5.83244 0.01341 3.10437  P26 1.616
28 O -4.56297 -0.62642 5.35260  P26 1.778, H56 1.002
29 O -3.88476 -1.75543 2.72401  P26 1.733, H57 1.002
30 C -4.04205 2.39371 4.16010  C25 1.635, C31 1.651, H58 1.189, H59 1.189
31 C -3.05716 3.15335 5.24573  C5 1.635, C30 1.651, N32 1.494, Br33 2.060
32 N -3.06564 2.48160 6.58015  C31 1.494, H60 1.032, H61 1.045
33 Br -4.21677 4.81077 5.63276  P6 2.800, C31 2.060
34 H 0.40713 3.95689 9.13824  C1 1.183
35 H -0.04642 2.46176 8.02032  C1 1.192
36 H -1.44825 3.52422 8.72372  C1 1.170
37 H 0.90488 4.87937 6.99195  C2 1.204
38 H 0.54608 4.08256 4.83868  C4 1.199
39 H 0.01677 2.58018 5.81317  C4 1.199
40 H -0.04957 5.94644 2.93304  O7 1.001
41 H -3.17308 6.24931 2.24477  O8 1.018
42 H -0.00396 2.11398 3.69621  C9 1.201
43 H -0.82303 4.27433 1.77189  C10 1.168
44 H -1.75207 2.76613 1.22047  C10 1.195
45 H 0.66528 3.43008 0.21642  C11 1.197
46 H 0.69141 1.65756 0.77952  C11 1.168
47 H 3.95095 2.73677 1.56953  N14 1.048
48 H 2.13594 -0.25370 3.53349  C16 1.176
49 H 2.90926 -1.04524 6.02657  C17 1.173
50 H 4.81667 0.54675 7.47450  C18 1.175
51 H 5.85581 2.96158 6.36541  C19 1.183
52 H 5.00067 3.81230 3.77431  C20 1.181
53 H -1.30842 -1.42198 2.64048  P23 1.473
54 H 0.31160 0.17141 2.30219  P23 1.470
55 H -3.60426 1.54083 2.11572  C25 1.195
56 H -4.51230 -1.60761 5.54847  O28 1.002
57 H -4.51177 -1.97126 1.97285  O29 1.002
58 H -4.50158 3.23108 3.45169  C30 1.189
59 H -4.96489 1.97158 4.77939  C30 1.189
60 H -2.16550 2.08598 6.89447  N32 1.032
61 H -3.48634 3.06297 7.33933  N32 1.045
62 C -2.16639 0.38298 -5.84056  C63 1.503, H67 1.094, H68 1.093, H69 1.093
63 C -1.32370 0.22000 -4.60665  C62 1.503, O64 1.229, N65 1.365
64 O -0.34681 0.93068 -4.38202  C63 1.229
65 N -1.67246 -0.75635 -3.71849  C63 1.365, C66 1.444, H70 1.013
66 C -2.77429 -1.68584 -3.80038  N65 1.444, H71 1.093, H72 1.093, H73 1.091
67 H -1.76664 1.19785 -6.45101  C62 1.094
68 H -2.14409 -0.53533 -6.43302  C62 1.093
69 H -3.19365 0.63202 -5.56203  C62 1.093
70 H -1.05947 -0.80594 -2.91323  N65 1.013
71 H -3.40629 -1.54074 -2.92084  C66 1.093
72 H -2.36494 -2.69885 -3.78495  C66 1.093
73 H -3.37048 -1.54798 -4.70362  C66 1.091
74 C 1.68298 -1.71894 -2.51927  C75 1.503, H79 1.094, H80 1.093, H81 1.093
75 C 1.07681 -2.44690 -1.35229  C74 1.503, O76 1.229, N77 1.365
76 O 0.26442 -1.91541 -0.59904  C75 1.229
77 N 1.45506 -3.74129 -1.13964  C75 1.365, C78 1.444, H82 1.013
78 C 2.38693 -4.53634 -1.90396  N77 1.444, H83 1.093, H84 1.093, H85 1.091
79 H 1.28663 -0.70026 -2.56030  C74 1.094
80 H 2.76835 -1.66273 -2.40252  C74 1.093
81 H 1.42580 -2.22739 -3.45210  C74 1.093
82 H 1.00564 -4.16549 -0.33669  N77 1.013
83 H 1.85659 -5.41666 -2.27524  C78 1.093
84 H 3.18851 -4.85641 -1.23387  C78 1.093
85 H 2.81306 -3.98680 -2.74462  C78 1.091
86 C 4.59182 2.86716 -3.36412  C87 1.503, H91 1.094, H92 1.093, H93 1.093
87 C 4.07985 2.14053 -2.15206  C86 1.503, O88 1.229, N89 1.365
88 O 4.79862 1.41015 -1.47400  C87 1.229
89 N 2.76921 2.31130 -1.81031  C87 1.365, C90 1.444, H94 1.013
90 C 1.77190 3.11917 -2.47169  N89 1.444, H95 1.093, H96 1.093, H97 1.091
91 H 5.65039 2.63352 -3.51015  C86 1.094
92 H 4.04172 2.54681 -4.25269  C86 1.093
93 H 4.49268 3.94656 -3.22303  C86 1.093
94 H 2.49733 1.79133 -0.98425  N89 1.013
95 H 1.39880 3.85285 -1.75296  C90 1.093
96 H 0.95143 2.46407 -2.77447  C90 1.093
97 H 2.16704 3.63605 -3.34746  C90 1.091
98 C -3.89977 -3.16646 -8.34593  C99 1.503, H103 1.094, H104 1.093, H105 1.093
99 C -4.08087 -1.67479 -8.30933  C98 1.503, O100 1.229, N101 1.365
100 O -3.96332 -1.02592 -7.27250  C99 1.229
101 N -4.38597 -1.03881 -9.47816  C99 1.365, C102 1.444, H106 1.013
102 C -4.56510 -1.61703 -10.78898  N101 1.444, H107 1.093, H108 1.093, H109 1.091
103 H -3.66088 -3.53025 -7.34241  C98 1.094
104 H -4.82376 -3.64767 -8.67682  C98 1.093
105 H -3.07420 -3.42699 -9.01332  C98 1.093
106 H -4.49256 -0.03645 -9.37535  N101 1.013
107 H -3.83912 -1.15764 -11.46424  C102 1.093
108 H -5.57489 -1.37655 -11.13032  C102 1.093
109 H -4.42878 -2.69948 -10.78993  C102 1.091
110 C 3.78298 -7.43847 -3.80152  C111 1.503, H115 1.094, H116 1.093, H117 1.093
111 C 3.17681 -8.16644 -2.63454  C110 1.503, O112 1.229, N113 1.365
112 O 2.36442 -7.63494 -1.88129  C111 1.229
113 N 3.55506 -9.46082 -2.42189  C111 1.365, C114 1.444, H118 1.013
114 C 4.48693 -10.25587 -3.18622  N113 1.444, H119 1.093, H120 1.093, H121 1.091
115 H 3.38663 -6.41980 -3.84255  C110 1.094
116 H 4.86835 -7.38227 -3.68477  C110 1.093
117 H 3.52580 -7.94693 -4.73436  C110 1.093
118 H 3.10564 -9.88502 -1.61894  N113 1.013
119 H 3.95659 -11.13620 -3.55749  C114 1.093
120 H 5.28851 -10.57595 -2.51612  C114 1.093
121 H 4.91306 -9.70634 -4.02688  C114 1.091

Summary:
E_tot: -11666.39856 a.u.
total charge: +1
largest force on an atom: 0.168 hartree/bohr
gap between HOMO and LUMO: 4.84 eV